{"formula": "C34H48AsNOPS4TeV", "method": "wB97M-V/def2-TZVPD", "total_charge": -1, "fmax_ev_per_a": 1.36, "s_squared": 0.781, "orbital_gap_ev": [6.1, 6.6], "homo_ha": [-0.166, -0.166], "spin_multiplicity": 2, "e_above_lowest_kcal_mol": 0.0, "species": ["V", "S", "As", "S", "S", "S", "C", "C", "O", "N", "Te", "C", "C", "C", "C", "C", "C", "C", "C", "C", "C", "C", "C", "C", "C", "C", "C", "C", "C", "H", "H", "H", "H", "H", "H", "H", "H", "H", "H", "H", "H", "H", "H", "H", "H", "H", "H", "H", "H", "H", "H", "H", "H", "H", "C", "C", "C", "C", "P", "C", "C", "C", "C", "C", "C", "C", "C", "C", "C", "H", "H", "H", "H", "H", "H", "H", "H", "H", "H", "H", "H", "H", "H", "H", "H", "H", "H", "H", "H", "H", "H", "H"], "coordinates": [[-0.446001, 2.556872, 0.221338], [-2.215157, 5.317078, 3.521877], [-0.519019, 4.380178, 2.738811], [-0.918876, 2.188212, 2.396326], [-0.332278, 4.777854, 0.517548], [1.306474, 4.675994, 3.695886], [2.671595, 3.316772, -1.230298], [1.353531, 2.646782, -1.028972], [0.348072, 2.942692, -1.754967], [1.131581, 1.733678, -0.050267], [2.528666, -0.553313, -0.512770], [3.570672, -2.422173, -0.658040], [3.244314, -3.347453, -1.654969], [2.128701, -3.154083, -2.655146], [3.954104, -4.547591, -1.745555], [4.984809, -4.856239, -0.878738], [5.745188, -6.151208, -0.988641], [5.313231, -3.920724, 0.096727], [4.638754, -2.713054, 0.216184], [5.086242, -1.760897, 1.293377], [1.926495, -0.853468, 1.495447], [1.156308, -1.979135, 1.826891], [0.822109, -3.075355, 0.848702], [0.666107, -2.104225, 3.124435], [0.891146, -1.136303, 4.090980], [0.334568, -1.271840, 5.482777], [1.658953, -0.037640, 3.744258], [2.199978, 0.121284, 2.471238], [3.041373, 1.347131, 2.249095], [2.527211, 4.272682, -1.727649], [3.295634, 2.673790, -1.856083], [3.167650, 3.454618, -0.271453], [1.710425, -2.151576, -2.626124], [1.314681, -3.856842, -2.456080], [2.487761, -3.344503, -3.668294], [3.678198, -5.261056, -2.517117], [5.332571, -6.783138, -1.775111], [5.710005, -6.708550, -0.050626], [6.796768, -5.968609, -1.219988], [6.122845, -4.139164, 0.786887], [6.056847, -2.060809, 1.689682], [4.372071, -1.731726, 2.117958], [5.162418, -0.743233, 0.908229], [0.582353, -2.668199, -0.135491], [-0.030161, -3.652994, 1.209963], [1.663332, -3.758762, 0.714255], [0.066571, -2.975030, 3.373317], [-0.357564, -2.111716, 5.551355], [-0.194417, -0.363881, 5.776956], [1.135393, -1.433234, 6.207825], [1.832459, 0.746344, 4.474889], [3.575195, 1.602892, 3.164655], [2.411110, 2.200896, 2.000316], [3.755072, 1.208734, 1.437670], [-5.474570, 1.989744, -0.773678], [-4.226954, 2.361795, 0.029474], [-4.410871, 1.948117, 1.492730], [-4.051116, 3.886467, -0.014671], [-2.638376, 1.644757, -0.694315], [-2.861371, 2.013699, -2.476871], [-2.253143, 3.160253, -2.983837], [-2.308819, 3.459820, -4.338569], [-2.997449, 2.629750, -5.207313], [-3.662807, 1.517788, -4.707158], [-3.592292, 1.214519, -3.357532], [-2.584147, -0.231331, -0.536031], [-1.627131, -0.738211, -1.627758], [-1.931837, -0.559162, 0.815549], [-3.913359, -0.986130, -0.595904], [-6.331048, 2.473306, -0.295924], [-5.666324, 0.917658, -0.787628], [-5.420721, 2.345627, -1.802382], [-5.231334, 2.534142, 1.915060], [-3.524205, 2.153730, 2.089173], [-4.662984, 0.890475, 1.594092], [-4.978471, 4.354064, 0.326342], [-3.837540, 4.247869, -1.022618], [-3.253160, 4.220571, 0.649657], [-1.705352, 3.818117, -2.323129], [-1.791729, 4.334574, -4.711181], [-3.018508, 2.845639, -6.268306], [-4.232267, 0.878887, -5.370600], [-4.123548, 0.346254, -2.997671], [-0.687388, -0.178062, -1.623948], [-2.053790, -0.674464, -2.627396], [-1.386879, -1.784896, -1.420514], [-0.915460, -0.167891, 0.888717], [-1.869760, -1.646102, 0.917064], [-2.501416, -0.167735, 1.659398], [-4.462653, -0.850543, -1.525506], [-4.568107, -0.716815, 0.231861], [-3.689218, -2.053002, -0.502159]], "forces_ev_per_a": [[0.43, -0.16, 0.24], [-0.16, -0.11, -0.18], [-0.12, 0.35, 0.50], [0.01, 0.05, -0.14], [0.09, -0.25, 0.03], [0.14, -0.12, -0.14], [0.12, -0.04, 0.01], [-0.27, -0.76, -0.26], [0.20, 0.23, 0.06], [-0.52, 1.24, -0.22], [0.29, -0.27, 0.10], [0.17, -0.02, -0.09], [-0.02, -0.07, -0.02], [0.00, 0.05, 0.03], [-0.02, 0.01, 0.01], [0.01, 0.00, 0.02], [-0.01, 0.02, 0.00], [-0.02, -0.05, 0.00], [-0.01, -0.01, 0.02], [-0.04, 0.01, -0.03], [-0.14, 0.10, 0.09], [-0.01, 0.00, 0.02], [0.01, 0.04, 0.01], [-0.03, 0.00, -0.02], [0.03, -0.04, 0.04], [-0.01, 0.03, -0.03], [0.02, 0.01, 0.00], [0.03, -0.02, 0.00], [-0.01, -0.01, -0.01], [0.00, -0.01, -0.02], [0.01, -0.01, 0.02], [0.01, -0.02, 0.00], [-0.01, 0.00, -0.01], [0.01, 0.00, 0.00], [0.00, -0.02, 0.01], [0.01, 0.02, -0.02], [0.00, -0.01, 0.01], [0.00, 0.00, 0.00], [0.00, -0.01, 0.00], [0.01, 0.02, -0.01], [-0.01, 0.00, 0.00], [-0.02, 0.01, 0.01], [0.00, 0.02, 0.00], [-0.03, 0.00, -0.01], [0.00, 0.00, -0.01], [0.00, 0.00, -0.01], [0.01, 0.00, 0.00], [0.00, 0.01, 0.00], [0.00, -0.01, 0.00], [-0.01, 0.00, 0.00], [0.02, -0.01, 0.00], [0.03, -0.03, 0.00], [-0.02, 0.01, 0.03], [0.02, 0.00, -0.01], [0.01, -0.02, -0.02], [0.15, 0.06, 0.13], [0.01, -0.09, -0.01], [0.08, -0.01, 0.04], [-0.70, -0.20, -0.10], [0.14, 0.04, -0.04], [0.04, 0.02, 0.02], [-0.04, 0.00, 0.00], [-0.02, 0.01, 0.02], [0.02, 0.01, -0.03], [-0.03, 0.00, 0.00], [0.22, 0.01, -0.03], [-0.02, 0.03, 0.00], [-0.06, 0.06, 0.05], [0.01, -0.02, -0.03], [-0.01, 0.00, -0.01], [-0.01, 0.02, 0.00], [-0.01, 0.03, 0.01], [-0.02, -0.03, -0.01], [0.00, 0.05, 0.00], [-0.02, 0.02, 0.00], [-0.01, -0.01, -0.01], [-0.04, 0.00, -0.01], [-0.01, 0.01, 0.03], [0.06, -0.04, -0.01], [-0.02, 0.01, 0.01], [-0.03, 0.02, 0.01], [0.01, -0.01, 0.00], [0.04, -0.02, 0.00], [0.01, -0.02, 0.02], [-0.01, -0.02, 0.00], [0.00, 0.00, 0.01], [0.03, -0.03, -0.02], [0.00, -0.01, 0.00], [0.01, -0.01, 0.00], [0.01, 0.00, 0.00], [0.00, -0.01, -0.01], [-0.01, 0.00, -0.01]]}